# C3H6O2

A single C3H6O2 molecule at a distorted geometry (ωB97M-V/def2-TZVPD, the Open Molecules 2025 dataset).

Properties
2S+1	1
energy relative to the best compared isomer or geometry (same formula, charge and spin)	20.7	kcal per mole
SMILES	COC(C)=O
HOMO	-0.373	Ha
largest force on an atom	3.27	eV/Å
energy	-268.3722	Ha
LUMO energy	0.97	eV
gap between HOMO and LUMO	0.409	Eh

Element x y z (Å)
C (-0.582821, 1.702429, 0.611656)
O (0.049034, 0.695145, -0.463073)
C (0.167673, -0.487986, 0.120096)
C (0.593559, -1.585321, -0.811909)
O (-0.205567, -0.676784, 1.280912)
H (-0.530817, 1.490216, 1.677514)
H (0.031968, 2.577842, 0.409952)
H (-1.611250, 1.850793, 0.287611)
H (1.351233, -1.215860, -1.505442)
H (1.010460, -2.411690, -0.232896)
H (-0.273472, -1.938783, -1.374421)

Forces on atoms 1 to 2 (eV/Å):
C 0.99 0.27 -2.15
O -0.96 1.58 2.70

Mulliken atomic charge list, values in e, 5 entries:
1. C -0.59
2. O -0.37
3. C 0.82
4. C -0.94
5. O -0.60


# C32H54FeO30

A molecular structure, C32H54FeO30 at a distorted geometry (ωB97M-V/def2-TZVPD, the Open Molecules 2025 dataset).

Properties
2S+1	5
HOMO (spin up / spin down)	-0.042 / -0.034	Ha
largest force on an atom	6.11	eV/Å
charge	-2
energy	-4772.5454	Ha
LUMO energy (spin up / spin down)	3.25 / 3.25	eV
gap between HOMO and LUMO (spin up / spin down)	0.162 / 0.154	Eh

Element x y z (Å)
Fe (-1.415744, 0.314029, 2.624581)
O (-2.175030, -0.938936, 1.079989)
C (-1.462861, -0.607315, -0.104292)
C (-0.432027, 0.623117, -0.022385)
O (-0.498271, 1.471771, 1.126926)
H (-2.306662, -0.300054, -0.722104)
H (-0.975586, -1.454197, -0.587463)
H (-0.699040, 1.278270, -0.851586)
H (0.634163, 0.454738, -0.174017)
C (-4.214396, 3.372353, 3.166953)
C (-3.961950, 4.573250, 3.733815)
C (-2.675434, 4.849649, 4.452965)
O (-2.359564, 6.023637, 4.915706)
C (-1.778630, 3.892125, 4.750132)
C (-1.989118, 2.548498, 4.214042)
C (-3.268794, 2.248572, 3.349903)
O (-3.339610, 1.078792, 2.874181)
O (-1.185283, 1.615953, 4.262070)
O (-4.876124, 5.474345, 3.589271)
H (-5.089590, 3.178640, 2.564523)
H (-0.924997, 4.101788, 5.377636)
C (-1.849548, -3.615812, 3.427894)
O (-2.826780, -3.214092, 4.417800)
C (-3.052805, -1.967555, 4.534382)
O (-2.299889, -1.104824, 4.093479)
O (-4.222457, -1.808446, 5.277957)
C (-4.391873, -0.522389, 5.955947)
H (-2.228564, -3.359476, 2.438587)
H (-1.641835, -4.684260, 3.369826)
H (-0.886781, -3.140859, 3.616587)
H (-3.477370, -0.258345, 6.487034)
H (-5.263956, -0.545215, 6.609452)
H (-4.510395, 0.361621, 5.329395)
C (3.838822, -0.837522, -0.434727)
O (4.710228, -1.217030, -1.461870)
C (5.139063, -2.522393, -1.614253)
O (4.961592, -3.387627, -0.756474)
O (5.709955, -2.673782, -2.876888)
C (6.052602, -4.007909, -3.304303)
H (2.908145, -1.404528, -0.455977)
H (3.715497, 0.243232, -0.504305)
H (4.348508, -1.169946, 0.469606)
H (5.154698, -4.377835, -3.799302)
H (6.423836, -4.728885, -2.575956)
H (6.962704, -4.015621, -3.904102)
C (-2.378650, -1.880226, -4.104715)
O (-3.411583, -2.829821, -4.295743)
C (-4.584025, -2.757875, -3.591504)
O (-4.814375, -1.854117, -2.767426)
O (-5.325551, -3.838991, -3.854585)
C (-6.407750, -4.113053, -2.958817)
H (-2.758595, -0.870514, -4.260343)
H (-1.509580, -2.027794, -4.745842)
H (-1.970268, -1.972385, -3.098318)
H (-6.085881, -4.528617, -2.003935)
H (-7.124603, -4.816176, -3.382900)
H (-6.832190, -3.169695, -2.615256)
C (2.962560, 2.114437, 1.344654)
O (3.751112, 3.263750, 1.794580)
C (4.655462, 3.751522, 0.989106)
O (4.735618, 3.370468, -0.179643)
O (5.345830, 4.653586, 1.641119)
C (6.354681, 5.424343, 0.976090)
H (2.084714, 2.213464, 1.983146)
H (3.361264, 1.121784, 1.553879)
H (2.606254, 2.090006, 0.314819)
H (7.288637, 5.401552, 1.537613)
H (6.119121, 6.481586, 0.854257)
H (6.509315, 5.072686, -0.043975)
C (2.327809, 1.315737, -3.148182)
O (1.761223, 1.634876, -4.396860)
C (2.380421, 2.289466, -5.340744)
O (3.514642, 2.772060, -5.307776)
O (1.504612, 2.487558, -6.330783)
C (1.927939, 2.993273, -7.583908)
H (3.015407, 2.000909, -2.652354)
H (2.764942, 0.330113, -3.308023)
H (1.537330, 1.259071, -2.399824)
H (2.453534, 3.947946, -7.563140)
H (1.110853, 3.021837, -8.304792)
H (2.557799, 2.286934, -8.124708)
C (1.940192, -2.760856, 1.747671)
O (2.450126, -1.723488, 2.516805)
C (1.618411, -0.812503, 3.113153)
O (0.392666, -0.843258, 3.142124)
O (2.387842, 0.096467, 3.734469)
C (1.954571, 0.891228, 4.779189)
H (1.415469, -2.312770, 0.903873)
H (1.232138, -3.326201, 2.353605)
H (2.795080, -3.356795, 1.428086)
H (1.616705, 0.302400, 5.631974)
H (1.026780, 1.434908, 4.601087)
H (2.765073, 1.532136, 5.126198)
C (-1.801138, 2.054287, -3.741611)
O (-2.038314, 3.462049, -3.672620)
C (-1.198711, 4.262242, -2.993394)
O (-0.272987, 3.933325, -2.300126)
O (-1.731747, 5.461515, -3.096059)
C (-1.172607, 6.579979, -2.412773)
H (-2.735989, 1.507104, -3.620232)
H (-1.078657, 1.739127, -2.988740)
H (-1.359642, 1.769083, -4.696512)
H (-1.587352, 7.505684, -2.811710)
H (-0.108633, 6.614487, -2.647022)
H (-1.416814, 6.456108, -1.357726)
C (-2.154895, -4.260920, -1.091406)
O (-1.000203, -4.637222, -0.315040)
C (-1.033742, -5.742243, 0.433837)
O (-2.062982, -6.418036, 0.563484)
O (0.098473, -5.902121, 1.090649)
C (0.155894, -6.726264, 2.233073)
H (-1.941242, -3.765982, -2.038755)
H (-2.760455, -3.512186, -0.580731)
H (-2.776266, -5.080128, -1.453208)
H (0.060867, -6.104603, 3.123345)
H (1.122198, -7.229295, 2.269465)
H (-0.506986, -7.566483, 2.439778)

Forces on atoms 1 to 2 (eV/Å):
Fe -0.89 -0.10 -1.44
O 2.28 -0.08 0.32

Mulliken atomic charge list, values in e, 5 entries:
1. Fe 1.83
2. O -0.94
3. C -0.02
4. C 1.14
5. O -1.06


# C32H32IInN5OSSi

A molecular structure, C32H32IInN5OSSi at a distorted geometry (ωB97M-V/def2-TZVPD, the Open Molecules 2025 dataset).

Properties
2S+1	1
energy relative to the best compared isomer or geometry (same formula, charge and spin)	3.4	kcal per mole
HOMO	-0.378	Ha
largest force on an atom	1.03	eV/Å
charge	+1
energy	-2763.0648	Ha
LUMO energy	-2.61	eV
gap between HOMO and LUMO	0.282	Eh

Element x y z (Å)
In (0.632132, 0.470796, 0.382418)
N (2.567365, 2.035532, -0.267750)
C (2.835022, 3.070420, 0.668813)
C (4.134074, 3.245538, 1.132459)
C (4.445507, 4.268643, 2.010024)
C (3.442124, 5.124044, 2.436793)
C (2.141857, 4.921406, 2.008386)
C (1.801301, 3.895183, 1.122417)
C (0.368411, 3.719275, 0.754486)
C (-0.397947, 4.877720, 0.575761)
C (-1.775827, 4.832775, 0.460111)
C (-2.428520, 3.613966, 0.534560)
C (-1.676076, 2.451436, 0.632480)
C (-0.283523, 2.474092, 0.717587)
H (3.420454, 1.708880, -0.701553)
H (1.923590, 2.347925, -0.991484)
H (4.912146, 2.573590, 0.784785)
H (5.464805, 4.402310, 2.346197)
H (3.668226, 5.938054, 3.112358)
H (1.358169, 5.565963, 2.382848)
H (0.099872, 5.837868, 0.519200)
H (-2.340931, 5.746289, 0.326839)
H (-3.509474, 3.563482, 0.496979)
H (-2.191197, 1.501509, 0.645613)
N (-2.877257, -2.152408, 1.886597)
C (-3.559103, -1.942524, 0.706650)
C (-4.771652, -2.422679, 0.230588)
C (-5.191433, -1.929509, -0.988280)
C (-4.436068, -0.985147, -1.697188)
C (-3.225699, -0.521180, -1.226368)
C (-2.771217, -1.028828, -0.011655)
N (-1.639377, -0.727677, 0.722679)
C (-1.751208, -1.393787, 1.848163)
C (-0.805225, -1.289237, 2.943857)
C (-0.899302, -1.855679, 4.182106)
S (0.443596, -1.411390, 5.137937)
C (1.053499, -0.493875, 3.825522)
N (0.313386, -0.520944, 2.762341)
H (-3.186474, -2.739079, 2.641821)
H (-5.362639, -3.126950, 0.801397)
H (-6.133706, -2.265145, -1.399779)
H (-4.820992, -0.609569, -2.635528)
H (-2.654498, 0.240329, -1.742999)
H (-1.672030, -2.490604, 4.584526)
H (1.980743, 0.057980, 3.886672)
N (-0.130977, 1.727955, -4.232300)
C (0.101144, 0.820120, -3.282297)
O (0.568173, 1.139302, -2.184508)
C (-0.074350, -0.640063, -3.632509)
I (-1.508164, -1.102787, -5.150995)
H (0.023463, 2.701269, -4.027353)
H (-0.531754, 1.470129, -5.118252)
H (-0.332056, -1.200816, -2.739331)
H (0.873300, -1.011347, -4.016230)
C (3.074364, -2.196767, 1.157966)
Si (1.995180, -1.694160, -0.314393)
C (3.079816, -1.295418, -1.816463)
C (0.800550, -3.100783, -0.720929)
C (0.636177, -3.636242, -1.998763)
C (-0.339716, -4.587424, -2.262826)
C (-1.163837, -5.037858, -1.241942)
C (-0.979187, -4.560940, 0.048903)
C (-0.009747, -3.603882, 0.300820)
H (3.719008, -3.040631, 0.905824)
H (2.459931, -2.487516, 2.012353)
H (3.706943, -1.359877, 1.462337)
H (3.355737, -2.197398, -2.366253)
H (4.005859, -0.817585, -1.489767)
H (2.576371, -0.611514, -2.501084)
H (1.292165, -3.320288, -2.802947)
H (-0.459066, -4.978710, -3.265190)
H (-1.938589, -5.764784, -1.447807)
H (-1.588491, -4.943219, 0.859416)
H (0.142852, -3.247563, 1.315136)

Forces on atoms 1 to 2 (eV/Å):
In -0.04 0.05 0.06
N -0.17 0.10 -0.02

Mulliken atomic charge list, values in e, 5 entries:
1. In 1.34
2. N -0.29
3. C 0.79
4. C -0.76
5. C -0.70


# C39H50Br3GeIN3OPtSi

A molecular structure, C39H50Br3GeIN3OPtSi (ωB97M-V/def2-TZVPD, the Open Molecules 2025 dataset).

Properties
2S+1	1
energy relative to the best compared isomer or geometry (same formula, charge and spin)	4.5	kcal per mole
HOMO	-0.419	Ha
largest force on an atom	0.97	eV/Å
charge	+1
energy	-12260.9432	Ha
LUMO energy	-4.15	eV
gap between HOMO and LUMO	0.266	Eh

Element x y z (Å)
Pt (-0.372563, 2.360963, 1.961553)
O (4.565023, -0.664111, 4.010051)
C (3.521190, 0.035987, 3.560480)
C (2.228867, -0.084207, 4.062357)
C (1.239763, 0.686370, 3.512857)
N (1.436833, 1.565333, 2.499425)
C (2.690459, 1.674950, 2.039565)
Br (3.072948, 2.881747, 0.660028)
C (3.746602, 0.941354, 2.531774)
H (4.308581, -1.250329, 4.732545)
H (1.987468, -0.764836, 4.867588)
H (0.228457, 0.616937, 3.882720)
H (4.739149, 1.068514, 2.127992)
C (-0.356072, 1.912190, 0.130142)
Ge (-0.127613, 3.121922, -1.452478)
C (-1.979974, 3.585447, -1.806844)
C (-2.477658, 4.861683, -1.548730)
C (-3.807384, 5.162794, -1.813531)
C (-4.647522, 4.195330, -2.346292)
C (-4.161192, 2.923272, -2.614713)
C (-2.839948, 2.615619, -2.330273)
C (0.583068, 1.978211, -2.848315)
C (1.671679, 1.144070, -2.580010)
C (2.160014, 0.283238, -3.551764)
C (1.564015, 0.246264, -4.805275)
C (0.482564, 1.068917, -5.083853)
C (-0.007713, 1.928460, -4.109644)
C (0.950230, 4.662513, -1.014955)
C (2.044792, 4.993239, -1.808594)
C (2.857444, 6.069944, -1.469896)
C (2.575319, 6.823448, -0.340863)
C (1.477260, 6.507575, 0.451389)
C (0.668217, 5.435908, 0.112210)
H (-0.757144, 0.936345, -0.174484)
H (-1.820100, 5.633418, -1.165514)
H (-4.180897, 6.161168, -1.625113)
H (-5.679901, 4.435682, -2.565712)
H (-4.811178, 2.173904, -3.045221)
H (-2.463388, 1.624352, -2.564008)
H (2.143140, 1.158528, -1.603525)
H (3.003530, -0.358810, -3.331857)
H (1.943554, -0.423913, -5.565612)
H (0.019453, 1.042302, -6.061591)
H (-0.853723, 2.566185, -4.338881)
H (2.276085, 4.403098, -2.688938)
H (3.709369, 6.319016, -2.089199)
H (3.209725, 7.659195, -0.076422)
H (1.260390, 7.091379, 1.336403)
H (-0.167043, 5.177982, 0.755805)
Br (-0.537366, 3.615398, 4.126377)
C (2.581611, -4.037735, 1.978863)
C (1.067447, -4.290560, 2.040294)
C (0.832598, -5.810493, 2.084937)
C (0.589287, -3.683019, 3.369719)
Si (0.185147, -3.524898, 0.520231)
Br (0.188519, -1.272024, 0.965826)
C (1.167396, -3.665945, -1.120043)
C (1.587813, -5.125692, -1.366026)
C (0.312146, -3.203100, -2.309560)
C (2.428946, -2.786501, -1.134023)
C (-1.673832, -3.971276, 0.372907)
C (-1.837720, -5.363132, -0.262956)
C (-2.466110, -2.959716, -0.472720)
C (-2.338685, -3.993971, 1.757675)
H (3.038047, -4.426186, 2.895044)
H (2.812821, -2.971071, 1.917276)
H (3.062643, -4.542665, 1.142567)
H (1.423839, -6.239398, 2.899696)
H (1.136603, -6.310609, 1.164034)
H (-0.210967, -6.060335, 2.276829)
H (1.118949, -4.183027, 4.187286)
H (-0.475763, -3.807237, 3.548422)
H (0.818265, -2.616979, 3.420126)
H (0.740565, -5.813426, -1.365966)
H (2.309188, -5.478948, -0.628996)
H (2.066038, -5.198294, -2.347538)
H (-0.536164, -3.859713, -2.498478)
H (0.933405, -3.210239, -3.210624)
H (-0.056960, -2.183397, -2.174893)
H (3.135184, -3.027298, -0.342792)
H (2.179571, -1.727024, -1.057955)
H (2.942373, -2.938910, -2.089059)
H (-1.483044, -5.391551, -1.293409)
H (-2.899939, -5.625321, -0.278663)
H (-1.318698, -6.143535, 0.295322)
H (-2.169780, -2.951270, -1.518764)
H (-2.370911, -1.944422, -0.083582)
H (-3.525134, -3.232112, -0.433339)
H (-1.947449, -4.783210, 2.398479)
H (-3.408673, -4.183026, 1.630512)
H (-2.231903, -3.038992, 2.277304)
I (-6.311769, 2.051580, 0.450440)
C (-4.505584, 2.730525, 1.145409)
C (-4.249722, 3.905299, 1.824916)
N (-2.951167, 3.904962, 2.138596)
N (-2.350997, 2.786477, 1.716164)
C (-3.278681, 2.072316, 1.078901)
H (-4.905917, 4.700839, 2.133578)
H (-2.424712, 4.512169, 2.760267)
H (-3.044903, 1.108143, 0.658584)

Forces on atoms 1 to 2 (eV/Å):
Pt -0.07 0.58 -0.78
O 0.00 -0.01 0.00

Mulliken atomic charge list, values in e, 5 entries:
1. Pt 0.85
2. O -0.54
3. C 0.83
4. C -0.37
5. C -0.70